[1]
# C13H16N

2 unconnected molecules or ions with the total composition C13H16N in a non-equilibrium geometry (the ωB97M-V functional and the def2-TZVPD basis, OMol25).

Kohn-Sham gap ... 8.23 eV
Total energy ... -559.296497 Ha
HOMO level ... -11.61 eV
LUMO energy ... -3.381 eV
Relative energy (zero: lowest compared OMol25 entry of this formula, charge and spin) ... 94.18 kcal per mole

Geometry as ORCA input:
```
! wB97M-V def2-TZVPD RIJCOSX def2/J DEFGRID3
* xyz 1 1
C 3.24001 1.65583 -0.16538
C 2.18717 2.35906 0.22995
C 3.15283 0.34982 -0.56711
C 0.99563 1.67366 0.38196
C 1.93517 -1.80716 -0.78778
C 1.96953 -0.34787 -0.38570
C 0.78554 0.31814 0.16023
C -0.45415 -0.31349 0.44032
C 0.49878 -2.48394 1.16997
C 1.20627 -2.70482 -0.14948
C -0.66483 -1.48334 0.93816
C -2.40702 1.76058 -1.11199
C -2.30077 0.83600 0.15144
N -3.39600 -0.14333 0.14882
H 4.15246 2.22092 -0.40728
H 2.27318 3.41425 0.49919
H 4.05849 -0.19766 -0.88384
H -0.06313 2.13128 0.58403
H 2.53167 -2.22078 -1.60414
H 0.00766 -3.52776 1.38873
H 1.15664 -2.13882 1.93439
H 0.96786 -3.68917 -0.65427
H -1.60174 -2.04854 1.30864
H -2.41517 1.09462 -1.93048
H -3.22421 2.52481 -1.09857
H -1.58114 2.53579 -0.92390
H -2.32887 1.48058 1.08866
H -4.30965 0.34215 0.28554
H -3.16087 -0.92472 0.69938
H -3.21133 -0.66609 -0.73950
*
```



[2]
# C5H8S

C5H8S in the gas phase in a non-equilibrium geometry (the ωB97M-V functional and the def2-TZVPD basis, OMol25).

Kohn-Sham gap ... 9.27 eV
Total energy ... -593.458647 Ha
HOMO level ... -8.25 eV
Structure (SMILES) ... C1C[C@@H]2C[C@@H]2S1
LUMO energy ... 1.020 eV
Relative energy (zero: lowest compared OMol25 entry of this formula, charge and spin) ... 18.56 kcal per mole

Geometry as ORCA input:
```
! wB97M-V def2-TZVPD RIJCOSX def2/J DEFGRID3
* xyz 0 1
C 1.38804 0.73538 0.31320
C 0.06437 1.20449 -0.28894
C -0.91952 -0.01966 -0.48116
C -1.02740 -0.93049 0.64018
C -0.09363 -1.23772 -0.44669
S 1.69527 -1.02967 -0.16376
H 1.35269 0.73922 1.38151
H 2.23976 1.29146 -0.03192
H 0.30289 1.71773 -1.25080
H -0.40410 1.94341 0.36680
H -1.66663 0.00188 -1.29197
H -0.65458 -0.79341 1.63030
H -1.94151 -1.55150 0.66522
H -0.33565 -2.07112 -1.04196
*
```



[3]
# C4H6O

C4H6O in the gas phase in a non-equilibrium geometry (the ωB97M-V functional and the def2-TZVPD basis, OMol25).

Kohn-Sham gap ... 10.30 eV
Total energy ... -231.169368 Ha
HOMO level ... -9.78 eV
Structure (SMILES) ... C=CCC=O
LUMO energy ... 0.518 eV
Relative energy (zero: lowest compared OMol25 entry of this formula, charge and spin) ... 34.11 kcal per mole

Geometry as ORCA input:
```
! wB97M-V def2-TZVPD RIJCOSX def2/J DEFGRID3
* xyz 0 1
C -2.46178 -0.04033 -0.30170
C -1.17145 0.29295 0.19038
C 0.07835 -0.48295 0.33540
C 1.27266 0.30337 0.10891
O 2.38060 -0.06470 -0.34740
H -3.10894 0.85352 -0.38173
H -2.91510 -1.06603 -0.49052
H -0.81590 1.30222 0.46118
H 0.09765 -1.00826 1.38668
H 0.22214 -1.38988 -0.38026
H 1.16860 1.38778 0.18600
*
```



[4]
# C52H52F8OP2S

8 unconnected molecules or ions with the total composition C52H52F8OP2S in a non-equilibrium geometry (the ωB97M-V functional and the def2-TZVPD basis, OMol25).

Kohn-Sham gap ... 8.25 eV
Total energy ... -3967.627665 Ha
HOMO level ... -8.45 eV
Structure (SMILES) ... FC(F)(F)OC[PH2]([PH2]=S)C(F)(F)c1cccc(C(F)(F)F)c1.c1ccccc1.c1ccccc1.c1ccccc1.c1ccccc1.c1ccccc1.c1ccccc1.c1ccccc1
LUMO energy ... -0.197 eV

Geometry as ORCA input:
```
! wB97M-V def2-TZVPD RIJCOSX def2/J DEFGRID3
* xyz 0 1
F -6.74153 7.25005 3.73902
C -5.54339 6.57876 3.80836
F -5.08344 6.80506 5.08954
F -4.60751 7.10861 2.97593
O -5.70540 5.21881 3.69011
C -5.58063 4.75053 2.33622
P -3.82843 4.27232 1.80684
P -4.31626 5.05272 -0.25453
S -4.00909 6.99784 -0.38035
C -3.33838 3.56239 3.51514
F -2.93702 4.55073 4.43866
F -4.28209 2.68082 4.05915
C -2.03915 2.68611 3.28649
C -2.04104 1.24805 3.62698
C -0.81173 0.47188 3.44270
C 0.41606 1.09877 2.92405
C 0.41497 2.50840 2.57646
C 1.70687 3.20071 2.05229
F 1.63108 3.54102 0.73114
F 1.87245 4.37536 2.78032
F 2.79215 2.41011 2.32142
C -0.80287 3.28137 2.75742
H -6.25096 3.87192 2.10980
H -5.93228 5.56397 1.63636
H -2.68891 5.14258 1.78719
H -3.62764 2.97475 1.21009
H -3.64241 4.31995 -1.28407
H -5.72416 4.88619 -0.51217
H -2.94319 0.74047 4.04557
H -0.72531 -0.60955 3.70656
H 1.34030 0.47796 2.82640
H -0.84381 4.36439 2.50006
C -2.39185 4.02300 -5.45661
C -2.20493 4.59740 -4.20521
C -1.42580 3.95087 -3.25344
C -0.83665 2.72759 -3.55085
C -1.03107 2.14917 -4.79913
C -1.80717 2.79718 -5.75259
H -2.99395 4.53014 -6.20136
H -2.66621 5.55057 -3.97128
H -1.27703 4.40105 -2.27788
H -0.22688 2.22475 -2.80901
H -0.57659 1.19247 -5.02975
H -1.95682 2.34697 -6.72701
C -1.58171 -4.12397 0.59048
C -2.34870 -2.97844 0.41403
C -1.72938 -1.74642 0.24310
C -0.34248 -1.65914 0.25280
C 0.42428 -2.80320 0.43839
C -0.19496 -4.03599 0.60567
H -2.06487 -5.08603 0.71725
H -3.43094 -3.04626 0.40895
H -2.32753 -0.85336 0.10221
H 0.14089 -0.69842 0.11701
H 1.50611 -2.73427 0.45185
H 0.40292 -4.92863 0.74800
C -5.54383 -8.73772 -1.18985
C -4.99739 -7.48203 -1.42480
C -4.46566 -6.74700 -0.37289
C -4.48388 -7.26574 0.91648
C -5.03860 -8.51759 1.15320
C -5.56727 -9.25443 0.10011
H -5.95218 -9.31378 -2.01197
H -4.98507 -7.07610 -2.42979
H -4.03631 -5.76871 -0.55770
H -4.06663 -6.69348 1.73725
H -5.05827 -8.92005 2.15947
H -5.99771 -10.23180 0.28432
C -0.36160 -10.50468 -3.54477
C -1.20742 -10.29122 -2.46298
C -2.12436 -9.24716 -2.49174
C -2.19225 -8.41352 -3.60151
C -1.34039 -8.62119 -4.67960
C -0.42623 -9.66747 -4.65209
H 0.34888 -11.32292 -3.52477
H -1.15260 -10.93997 -1.59626
H -2.78593 -9.08299 -1.64945
H -2.90860 -7.60079 -3.62547
H -1.38930 -7.96702 -5.54311
H 0.23661 -9.83102 -5.49385
C 4.35278 -6.46257 -5.97765
C 3.35037 -6.87625 -5.10887
C 2.26999 -7.60579 -5.59016
C 2.19013 -7.91793 -6.94200
C 3.18803 -7.49651 -7.81251
C 4.27002 -6.77032 -7.33052
H 5.19858 -5.89928 -5.60088
H 3.41139 -6.63054 -4.05487
H 1.49062 -7.93062 -4.91227
H 1.34863 -8.48921 -7.31785
H 3.12280 -7.73503 -8.86798
H 5.04943 -6.44361 -8.00906
C 5.00669 9.41727 3.29310
C 4.11540 8.92783 4.24028
C 3.39470 7.76776 3.98327
C 3.56180 7.09832 2.77634
C 4.44659 7.59276 1.82556
C 5.17041 8.75135 2.08432
H 5.57351 10.31838 3.49657
H 3.98287 9.45078 5.18041
H 2.70206 7.38456 4.72378
H 3.00220 6.19312 2.57701
H 4.57344 7.07437 0.88192
H 5.86236 9.13545 1.34355
C 8.47661 7.04416 4.03048
C 7.23094 6.42962 3.99834
C 7.05921 5.17622 4.57309
C 8.13471 4.53506 5.17659
C 9.38271 5.14592 5.20063
C 9.55372 6.40094 4.62913
H 8.60863 8.02491 3.58784
H 6.39242 6.92810 3.52546
H 6.08625 4.69857 4.55071
H 8.00031 3.55848 5.62720
H 10.22313 4.64361 5.66613
H 10.52667 6.87840 4.64995
*
```



[5]
# C16H26Cl2F2O15

6 unconnected molecules or ions with the total composition C16H26Cl2F2O15 in a non-equilibrium geometry (the ωB97M-V functional and the def2-TZVPD basis, OMol25).

Kohn-Sham gap ... 10.88 eV
Total energy ... -2873.923668 Ha
HOMO level ... -10.51 eV
Structure (SMILES) ... O=C1OC[C@@H](F)O1.O=C1OC[C@@H](F)O1.COC(=O)OC.COC(=O)OC.COC(=O)OC.ClCCl
LUMO energy ... 0.370 eV

Geometry as ORCA input:
```
! wB97M-V def2-TZVPD RIJCOSX def2/J DEFGRID3
* xyz 0 1
O 1.53414 1.32010 -3.46606
C 2.57367 1.97876 -3.42574
O 2.70708 3.26402 -3.12523
C 4.08914 3.57589 -3.14277
C 4.88347 2.35009 -3.54623
F 5.75471 1.96030 -2.63119
O 3.83087 1.40717 -3.58604
H 4.34464 4.34432 -3.87238
H 4.52017 3.96897 -2.22202
H 5.28938 2.44559 -4.55332
O -5.31695 -1.31054 2.30162
C -4.26916 -0.90936 2.81297
O -3.83686 0.28104 2.76388
C -2.63318 0.36312 3.68461
C -2.21137 -1.09623 3.60585
F -1.54118 -1.64633 4.62847
O -3.45900 -1.70547 3.52527
H -1.82724 0.98752 3.29901
H -2.81502 0.54981 4.74299
H -1.62155 -1.22155 2.69783
C 1.44532 3.34143 -0.30077
O 2.55175 2.43431 -0.21337
C 3.51385 2.72881 0.59929
O 3.52777 3.73282 1.27670
O 4.29315 1.71554 0.61641
C 5.43126 1.47885 1.40658
H 0.76668 2.94746 -1.05729
H 1.83103 4.21856 -0.82038
H 0.89555 3.51573 0.62415
H 5.85722 0.53373 1.06985
H 5.26922 1.37642 2.47960
H 6.13929 2.29513 1.26340
C -2.60816 -7.31214 0.66265
O -3.39719 -6.09465 0.76174
C -3.14577 -5.10968 -0.13104
O -2.09556 -4.88009 -0.71876
O -4.18010 -4.38666 -0.18197
C -4.17027 -3.14745 -0.92688
H -1.65196 -7.26265 0.14178
H -3.22556 -8.19612 0.50292
H -2.21937 -7.48029 1.66698
H -3.86650 -3.19750 -1.97249
H -3.44008 -2.47904 -0.47064
H -5.15733 -2.71068 -0.77510
C 1.68586 -1.10204 1.53523
O 0.86435 0.07368 1.49580
C 0.04333 0.36210 0.45503
O -0.85646 1.19158 0.62439
O 0.05391 -0.60646 -0.62253
C -0.66657 -0.47116 -1.83141
H 1.08746 -1.93477 1.90479
H 2.55413 -0.96185 2.17909
H 1.96922 -1.32755 0.50715
H -0.48111 -1.31454 -2.49656
H -0.46565 0.44262 -2.39064
H -1.72966 -0.50630 -1.59332
Cl -3.48333 3.19424 -2.79977
C -3.14941 3.33930 -1.12420
Cl -4.44626 4.25144 -0.22671
H -3.07994 2.43250 -0.52337
H -2.25987 3.96817 -1.08785
*
```